Entry 1:
The following is a DFT calculation (wB97M-V/def2-TZVPD) of a structure of composition C30H30CoN3O3S2.

## Properties
- M: 603.7 g mol⁻¹
- Charge: +2
- HOMO level (alpha / beta): -14.3 / -14.3 eV
- Energy relative to the best compared isomer or geometry (same formula, charge and spin): 0.0 kJ/mol
- HOMO-LUMO gap (alpha / beta): 7.95 / 5.99 eV
- 2S+1: 5

Structure (XYZ):
```
69
Properties=species:S:1:pos:R:3:forces:R:3:lowdin_spin:R:1
Co 0.078 0.397 -0.536 0.01 0.02 0.09 2.751
C 1.096 0.435 3.771 -0.01 0.00 0.01 0.027
C 1.064 0.452 2.292 0.06 0.02 -0.06 0.217
N -0.005 0.193 1.560 -0.05 -0.03 0.03 0.072
N -1.108 -0.192 2.127 0.01 0.01 -0.04 0.410
C -2.019 -0.581 1.103 0.02 0.03 0.03 0.043
O -1.629 -0.695 -0.068 -0.08 -0.04 0.00 0.100
C -3.383 -0.840 1.525 0.01 0.00 0.00 0.011
C -3.758 -0.710 2.868 0.00 0.01 -0.01 0.017
C -5.074 -0.928 3.233 0.00 0.00 -0.01 -0.001
C -6.010 -1.279 2.269 -0.01 0.00 0.01 0.019
C -5.641 -1.412 0.931 0.01 0.00 -0.01 0.004
C -4.332 -1.193 0.557 0.00 0.00 -0.01 0.008
C 2.254 0.701 1.468 -0.07 -0.01 0.03 0.002
C 3.493 0.968 2.023 0.03 0.00 -0.05 0.057
C 4.588 1.128 1.178 -0.03 0.00 0.05 -0.006
C 4.404 1.011 -0.183 -0.01 -0.01 -0.03 0.057
C 3.125 0.746 -0.670 0.02 0.00 0.01 0.008
N 2.077 0.598 0.126 0.05 0.00 0.02 0.075
H 0.103 0.274 4.176 0.00 0.00 0.01 0.000
H 1.498 1.377 4.150 0.00 0.00 0.00 0.009
H 1.758 -0.362 4.121 0.00 0.00 0.00 0.010
H -3.020 -0.447 3.611 0.00 0.00 0.00 0.000
H -5.371 -0.834 4.268 0.00 0.00 0.00 0.000
H -7.037 -1.458 2.559 0.00 0.00 0.00 0.001
H -6.379 -1.692 0.192 0.00 0.00 0.00 0.000
H -4.025 -1.292 -0.476 0.00 0.00 0.00 0.000
H 3.606 1.041 3.095 0.02 0.00 0.00 0.004
H 5.568 1.335 1.588 0.00 0.00 0.00 -0.001
H 5.229 1.116 -0.873 0.00 0.00 0.00 0.003
H 2.935 0.639 -1.730 0.00 0.00 0.00 0.000
O 0.455 0.122 -2.443 0.04 0.02 -0.06 0.043
S 0.157 0.339 -3.926 0.01 -0.01 0.01 0.011
C -0.729 1.908 -4.011 -0.02 0.00 -0.01 0.002
C -2.054 1.954 -3.259 -0.01 0.01 0.01 0.000
C -2.478 3.375 -2.861 0.03 -0.01 -0.02 0.000
C -1.508 4.168 -1.990 -0.02 -0.03 0.01 0.001
S -1.253 3.589 -0.298 -0.07 0.06 0.01 0.008
O -1.000 2.095 -0.409 0.10 -0.02 0.01 0.034
C -2.907 3.704 0.336 0.01 0.00 0.01 0.002
C -3.754 2.608 0.274 -0.02 0.02 0.01 0.000
C -5.035 2.727 0.793 0.00 -0.03 -0.01 0.000
C -5.451 3.928 1.352 0.01 0.02 0.00 0.000
C -4.589 5.016 1.409 -0.01 -0.01 0.01 0.000
C -3.301 4.906 0.909 0.02 0.00 -0.01 0.001
C -1.128 -0.795 -4.374 -0.03 0.00 -0.04 0.001
C -1.342 -0.968 -5.737 0.00 -0.01 0.02 0.000
C -2.345 -1.830 -6.150 0.00 0.00 0.00 0.000
C -3.095 -2.521 -5.208 0.00 0.00 -0.01 0.000
C -2.849 -2.356 -3.852 -0.01 -0.01 0.00 0.000
C -1.860 -1.483 -3.420 0.02 0.01 -0.01 0.000
H -0.847 2.103 -5.080 0.00 0.01 0.00 0.000
H 0.011 2.618 -3.636 0.00 0.00 0.00 0.000
H -2.002 1.325 -2.371 0.00 0.00 0.00 0.000
H -2.833 1.533 -3.895 0.00 -0.02 0.01 0.000
H -3.447 3.320 -2.361 -0.01 0.02 -0.02 0.000
H -2.639 3.971 -3.763 0.00 -0.01 0.00 0.000
H -1.858 5.196 -1.860 0.00 0.00 0.00 0.000
H -0.503 4.233 -2.410 0.00 0.00 0.00 0.000
H -3.413 1.682 -0.168 0.00 -0.03 0.00 0.000
H -5.709 1.881 0.758 0.01 -0.01 0.00 0.000
H -6.451 4.015 1.754 0.00 0.00 0.00 0.000
H -4.915 5.945 1.855 0.00 0.00 0.00 0.000
H -2.614 5.742 0.974 0.00 0.00 0.00 0.000
H -0.728 -0.451 -6.466 0.00 0.00 0.00 0.000
H -2.526 -1.977 -7.206 0.00 0.00 0.00 0.000
H -3.866 -3.207 -5.534 0.00 0.00 0.00 0.000
H -3.423 -2.918 -3.128 0.00 0.00 0.01 0.000
H -1.654 -1.358 -2.366 -0.01 0.00 0.00 0.000
```
Forces are in eV/Å.

---

Entry 2:
The following is a DFT calculation (wB97M-V/def2-TZVPD) of a cluster of 5 separate species, C34H81N6O8 in total at a distorted geometry.

## Properties
- M: 702.1 g mol⁻¹
- Charge: -1
- HOMO level: -1.5 eV
- Energy relative to the best compared isomer or geometry (same formula, charge and spin): 51.4 kJ/mol
- HOMO-LUMO gap: 3.69 eV

Structure (XYZ):
```
129
Properties=species:S:1:pos:R:3:forces:R:3:lowdin_charge:R:1
C -5.199 5.233 0.629 0.42 -1.26 -0.12 -0.098
C -4.137 5.091 -0.444 0.49 -0.05 0.46 -0.368
C -4.590 5.022 -1.869 -0.25 2.09 0.04 -0.082
C -2.797 5.057 -0.126 -0.55 0.10 -0.34 -0.080
C -2.070 3.966 0.606 -0.36 1.54 2.10 -0.202
C -2.953 2.905 1.278 0.56 -0.67 0.16 -0.172
C -2.819 1.472 0.721 -0.56 0.50 -0.34 -0.357
C -1.381 0.984 0.598 -0.18 -0.69 0.15 -0.088
C -3.645 1.306 -0.587 0.46 -0.75 0.13 -0.174
C -2.815 1.210 -1.877 -0.52 0.98 -0.54 -0.396
N -1.958 2.344 -2.078 0.41 -0.34 0.69 -0.226
N -0.727 1.927 -2.695 -0.31 0.48 -0.12 -0.119
H -5.659 6.210 0.457 -0.18 -0.07 -0.08 0.072
H -5.968 4.448 0.636 -0.16 0.17 0.08 0.066
H -4.704 5.298 1.597 -0.19 -0.17 0.11 0.070
H -5.484 5.645 -2.034 -0.09 -0.20 -0.11 0.059
H -3.817 5.394 -2.545 0.12 -0.32 -0.05 0.075
H -4.823 3.989 -2.129 0.20 -0.09 0.04 0.072
H -2.171 5.880 -0.485 0.40 -0.99 -1.49 0.096
H -1.360 3.558 -0.117 -0.40 -0.18 -0.34 0.085
H -1.470 4.436 1.408 0.23 -0.15 -0.13 0.096
H -4.011 3.168 1.263 0.05 0.07 -0.10 0.079
H -2.679 2.854 2.340 0.00 0.09 0.01 0.101
H -3.299 0.818 1.461 -0.01 0.07 0.07 0.109
H -0.974 0.777 1.594 0.17 0.29 0.00 0.064
H -0.741 1.630 0.003 -0.03 0.15 0.09 0.056
H -1.393 0.013 0.092 0.08 -0.01 -0.01 0.066
H -4.421 2.073 -0.650 0.13 0.17 -0.07 0.089
H -4.179 0.348 -0.494 -0.13 0.08 -0.15 0.065
H -2.285 0.236 -1.880 0.13 0.03 0.02 0.072
H -3.566 1.147 -2.714 -0.04 -0.52 0.05 0.069
H -0.915 1.589 -3.637 0.14 -0.16 -0.02 0.002
H -0.300 1.129 -2.202 -0.10 -0.07 -0.01 0.020
C 1.949 -4.632 5.780 -0.11 0.07 -0.01 -0.122
O 1.492 -3.297 5.760 0.14 -0.17 0.00 -0.192
C 2.530 -2.328 5.656 -0.11 0.32 0.10 -0.216
C 2.482 -1.618 4.319 -0.11 -0.29 -0.14 -0.214
N 2.869 -2.514 3.235 0.01 0.14 0.09 -0.042
C 2.637 -1.967 1.896 -0.02 -0.27 0.01 -0.194
C 1.195 -1.694 1.484 0.07 0.20 -0.26 -0.219
O 0.403 -2.861 1.340 0.04 0.00 0.17 -0.172
C -0.215 -3.325 2.522 -0.06 -0.11 -0.18 -0.102
H 1.092 -5.269 5.994 -0.02 0.03 -0.01 0.087
H 2.371 -4.932 4.815 0.09 -0.04 0.05 0.079
H 2.700 -4.782 6.563 0.04 -0.03 -0.03 0.085
H 3.513 -2.780 5.823 -0.02 -0.08 -0.08 0.116
H 2.362 -1.592 6.448 0.02 -0.01 0.01 0.121
H 3.171 -0.768 4.344 -0.03 0.03 -0.02 0.114
H 1.465 -1.228 4.185 0.03 0.14 0.11 0.110
H 2.344 -3.374 3.325 -0.02 0.00 -0.02 0.071
H 3.056 -2.683 1.186 0.04 0.06 -0.04 0.116
H 3.217 -1.046 1.789 -0.01 0.02 0.03 0.118
H 1.226 -1.235 0.494 -0.04 0.01 0.00 0.126
H 0.698 -0.969 2.138 -0.03 -0.09 0.08 0.101
H -0.462 -2.506 3.203 0.03 0.00 0.03 0.091
H 0.410 -4.060 3.042 -0.01 0.06 0.12 0.069
H -1.142 -3.825 2.237 -0.01 0.04 -0.02 0.084
C -8.776 -2.910 4.130 0.09 -0.08 0.00 -0.122
O -8.191 -3.891 3.299 -0.12 0.16 0.06 -0.197
C -8.583 -3.803 1.933 0.06 -0.30 -0.17 -0.221
C -7.422 -3.382 1.057 0.09 0.21 0.22 -0.222
N -7.060 -1.993 1.297 0.02 -0.16 -0.06 -0.049
C -5.811 -1.574 0.655 -0.13 0.12 0.25 -0.197
C -4.520 -2.238 1.122 0.20 0.15 -0.31 -0.218
O -4.150 -1.924 2.455 -0.09 -0.17 0.02 -0.182
C -4.720 -2.742 3.454 0.13 0.18 0.06 -0.109
H -8.513 -3.153 5.159 0.03 -0.03 -0.01 0.086
H -8.400 -1.907 3.903 -0.10 0.04 -0.01 0.081
H -9.867 -2.914 4.039 -0.01 0.06 0.00 0.085
H -9.432 -3.125 1.806 0.05 0.09 0.06 0.120
H -8.906 -4.804 1.628 -0.02 0.01 0.01 0.118
H -7.707 -3.498 0.007 0.03 0.00 -0.01 0.123
H -6.588 -4.067 1.262 -0.07 -0.13 -0.09 0.106
H -6.969 -1.849 2.294 0.00 0.03 0.01 0.068
H -5.709 -0.502 0.828 0.05 0.01 -0.06 0.110
H -5.907 -1.710 -0.426 0.00 -0.04 0.00 0.123
H -3.715 -1.847 0.494 0.01 0.03 0.03 0.118
H -4.526 -3.325 0.973 -0.09 -0.02 0.11 0.110
H -4.893 -3.762 3.099 -0.07 0.00 -0.02 0.087
H -5.659 -2.323 3.832 -0.07 -0.13 -0.01 0.071
H -4.020 -2.780 4.290 0.02 0.00 -0.02 0.085
C 8.616 1.886 1.411 0.04 -0.09 -0.06 -0.115
O 9.285 0.674 1.704 -0.11 0.17 0.04 -0.196
C 9.419 0.404 3.094 0.25 -0.22 0.03 -0.222
C 8.576 -0.787 3.499 -0.21 0.09 -0.17 -0.221
N 7.156 -0.468 3.444 0.11 -0.12 0.01 -0.047
C 6.271 -1.621 3.601 -0.07 0.25 -0.02 -0.195
C 6.304 -2.701 2.527 -0.15 -0.29 0.16 -0.226
O 5.815 -2.278 1.268 0.23 0.02 -0.02 -0.187
C 6.766 -1.655 0.426 -0.23 0.01 -0.11 -0.095
H 8.690 2.050 0.338 0.01 -0.04 0.00 0.088
H 7.557 1.842 1.683 0.01 0.09 0.05 0.081
H 9.085 2.730 1.926 -0.04 0.02 0.02 0.086
H 9.168 1.282 3.696 -0.11 0.01 -0.05 0.121
H 10.471 0.165 3.274 0.00 0.02 0.01 0.119
H 8.836 -1.078 4.521 -0.01 -0.03 0.00 0.121
H 8.837 -1.619 2.829 0.15 -0.03 0.08 0.106
H 6.956 -0.032 2.553 -0.02 0.03 0.01 0.070
H 5.251 -1.239 3.642 -0.04 -0.09 0.01 0.092
H 6.473 -2.086 4.573 0.04 -0.02 -0.01 0.119
H 5.628 -3.494 2.854 -0.05 0.04 -0.01 0.113
H 7.295 -3.161 2.421 0.07 0.14 -0.06 0.109
H 7.774 -2.048 0.584 0.02 0.04 0.05 0.087
H 6.769 -0.569 0.559 0.15 0.00 0.02 0.073
H 6.472 -1.854 -0.605 -0.01 -0.03 0.01 0.089
C 3.946 3.090 -8.570 -0.08 0.07 0.07 -0.123
O 2.648 3.644 -8.567 0.16 -0.11 -0.07 -0.192
C 1.767 3.074 -9.526 -0.27 0.20 -0.06 -0.223
C 0.663 2.283 -8.856 0.19 -0.09 0.22 -0.220
N 1.183 1.065 -8.249 -0.05 0.05 -0.07 -0.055
C 0.223 0.362 -7.397 0.17 -0.08 -0.01 -0.201
C -0.258 1.063 -6.130 -0.20 -0.16 0.09 -0.239
O 0.742 1.238 -5.153 0.20 -0.10 -0.47 -0.207
C 1.518 2.410 -5.279 0.13 -0.08 0.29 -0.106
H 4.559 3.687 -7.897 -0.04 0.02 0.02 0.087
H 3.946 2.054 -8.213 0.06 -0.03 -0.08 0.079
H 4.389 3.125 -9.571 0.02 -0.05 0.00 0.084
H 2.311 2.452 -10.245 0.05 -0.06 0.08 0.118
H 1.315 3.904 -10.078 0.01 -0.01 -0.02 0.118
H -0.087 2.015 -9.606 -0.02 0.00 0.02 0.121
H 0.187 2.940 -8.116 -0.08 0.08 -0.11 0.109
H 1.991 1.301 -7.689 -0.01 0.02 0.04 0.068
H 0.698 -0.574 -7.092 -0.05 -0.02 0.02 0.116
H -0.647 0.092 -8.005 -0.01 0.05 -0.01 0.114
H -1.009 0.414 -5.670 -0.01 0.02 0.01 0.120
H -0.765 2.013 -6.339 0.09 0.05 -0.03 0.117
H 0.947 3.234 -5.713 0.00 -0.01 -0.04 0.091
H 2.423 2.231 -5.873 -0.05 0.10 -0.11 0.067
H 1.829 2.699 -4.275 -0.11 0.01 0.03 0.083
```
Forces are in eV/Å.